[1]
{"formula": "C7H7NS5", "method": "wB97M-V/def2-TZVPD", "homo_ha": -0.30476, "gap_ev": 8.3, "elements": ["C", "C", "C", "C", "N", "C", "C", "C", "S", "S", "S", "S", "S", "H", "H", "H", "H", "H", "H", "H"], "coordinates": [[4.523, -1.452, 0.333], [3.211, -0.706, 0.133], [3.183, 0.668, -0.057], [1.970, 1.356, -0.197], [2.003, 2.722, -0.391], [0.763, 0.627, -0.188], [0.792, -0.794, -0.022], [2.020, -1.441, 0.125], [-0.555, -1.886, 0.298], [-2.083, -1.384, -0.944], [-3.323, -0.150, 0.199], [-1.963, 1.219, 1.014], [-0.672, 1.652, -0.508], [4.493, -1.971, 1.290], [4.663, -2.195, -0.467], [5.350, -0.751, 0.333], [4.107, 1.227, -0.114], [2.885, 3.169, -0.134], [1.175, 3.230, -0.125], [2.071, -2.528, 0.250]]}

=====

[2]
{"formula": "C7H7O2", "method": "wB97M-V/def2-TZVPD", "homo_ha": [-0.49357, -0.49357], "total_charge": 1, "gap_ev": [7.2, 7.2], "elements": ["C", "C", "C", "C", "C", "C", "C", "O", "O", "H", "H", "H", "H", "H", "H", "H"], "coordinates": [[-1.347, 2.379, 1.731], [1.283, 2.631, 2.608], [-0.942, 1.702, 0.476], [1.268, 1.836, 1.563], [-0.101, 2.538, 2.711], [0.325, 1.461, 0.675], [1.089, -2.202, -0.389], [-1.064, 1.735, 2.991], [0.045, -1.230, -0.682], [-2.099, 3.231, 1.703], [1.874, 3.259, 3.235], [-1.581, 1.531, -0.290], [-0.427, -1.433, -1.510], [1.917, -2.312, -1.126], [1.405, -1.990, 0.608], [0.705, -3.332, -0.477]]}

=====

[3]
{"formula": "C7H7O4S2", "method": "wB97M-V/def2-TZVPD", "homo_ha": [-0.12684, -0.12682], "total_charge": -1, "gap_ev": [6.5, 6.5], "elements": ["C", "C", "C", "C", "C", "C", "C", "O", "O", "O", "O", "S", "S", "H", "H", "H", "H", "H", "H", "H"], "coordinates": [[-0.802, 2.809, 0.306], [0.003, 1.679, 0.307], [-2.074, 2.628, -0.186], [-0.641, 0.555, -0.220], [1.304, -2.598, -0.262], [0.986, -1.306, -0.096], [-0.268, -0.736, -0.456], [-4.842, 0.410, -1.056], [-3.067, 0.310, 0.635], [-5.379, -0.441, 1.172], [-4.019, -1.767, -0.353], [-2.360, 0.980, -0.645], [-4.488, -0.466, 0.044], [-0.455, 3.773, 0.660], [1.007, 1.661, 0.695], [-2.828, 3.366, -0.363], [2.262, -2.996, 0.028], [0.600, -3.297, -0.683], [1.716, -0.637, 0.344], [-1.005, -1.399, -0.890]]}